# C20H35BFN4O3

5 unconnected molecules or ions with the total composition C20H35BFN4O3 (ωB97M-V/def2-TZVPD, the OMol25 dataset).

Calculated values
LUMO energy   1.43 eV
Kohn-Sham gap   5.629 eV
Charge   -1
Spin multiplicity   1

Positions of all 64 atoms, in Å:
O 1.281 4.235 4.351
C 0.462 3.689 3.639
C -0.728 2.947 4.185
C -2.045 3.678 3.885
F -1.644 5.045 3.605
C -2.852 3.213 2.644
O -4.183 3.134 3.069
B -4.261 3.940 4.325
O -2.888 3.619 4.920
H 0.556 3.674 2.539
H -0.757 1.947 3.749
H -0.595 2.830 5.257
H -2.509 2.240 2.280
H -2.725 3.922 1.819
H -5.197 3.644 5.046
H -4.339 5.142 4.054
C 3.589 2.746 0.566
C 3.228 1.907 -0.656
C 2.010 2.445 -1.410
C 0.822 2.453 -0.556
N -0.079 2.455 0.153
H 2.785 2.756 1.303
H 4.478 2.346 1.055
H 3.798 3.780 0.285
H 3.031 0.878 -0.347
H 4.068 1.874 -1.345
H 1.802 1.827 -2.285
H 2.193 3.463 -1.757
C 1.433 -2.328 -2.389
C 2.288 -2.825 -3.549
C 3.767 -2.456 -3.400
C 3.960 -1.007 -3.340
N 4.110 0.127 -3.267
H 1.438 -1.239 -2.320
H 0.398 -2.643 -2.515
H 1.791 -2.728 -1.438
H 1.906 -2.414 -4.486
H 2.211 -3.908 -3.616
H 4.346 -2.843 -4.239
H 4.176 -2.888 -2.484
C -6.684 2.492 1.264
C -6.851 1.611 0.032
C -8.172 1.832 -0.718
C -9.339 1.518 0.108
N -10.260 1.270 0.746
H -7.451 2.282 2.012
H -5.713 2.330 1.734
H -6.745 3.550 1.000
H -6.773 0.559 0.315
H -6.034 1.813 -0.665
H -8.222 1.205 -1.609
H -8.254 2.872 -1.037
C 6.007 -7.387 -2.454
C 5.561 -6.519 -1.283
C 4.086 -6.721 -0.918
C 3.207 -6.376 -2.036
N 2.532 -6.107 -2.923
H 5.456 -7.142 -3.362
H 7.066 -7.237 -2.660
H 5.853 -8.446 -2.238
H 5.733 -5.468 -1.519
H 6.165 -6.750 -0.404
H 3.810 -6.098 -0.067
H 3.896 -7.760 -0.645

***

# C17H17FN6O4PdS2

A molecular structure, C17H17FN6O4PdS2 (ωB97M-V/def2-TZVPD, the OMol25 dataset).

Calculated values
LUMO energy (spin up / spin down)   -8.80 / -9.66 eV
Kohn-Sham gap (spin up / spin down)   5.253 / 4.392 eV
Charge   +2
Energy relative to the best compared isomer or geometry (same formula, charge and spin)   0.0000 eV
Spin multiplicity   1

Positions of all 48 atoms, in Å:
Pd -0.201 0.511 -0.289
C 4.373 2.659 -1.661
S 3.034 3.800 -1.254
C 1.710 2.746 -0.988
S 1.818 1.039 -1.182
N 0.598 3.305 -0.611
N -0.471 2.538 -0.702
C -1.659 2.978 -0.916
C -2.845 2.157 -0.850
C -4.112 2.671 -1.068
C -5.184 1.786 -1.036
C -4.940 0.445 -0.796
C -3.631 0.021 -0.583
N -2.609 0.859 -0.610
H 5.280 3.260 -1.627
H 4.248 2.251 -2.660
H 4.440 1.865 -0.917
H -1.706 4.029 -1.187
H -4.257 3.726 -1.256
H -6.191 2.142 -1.204
H -5.745 -0.276 -0.777
H -3.406 -1.020 -0.391
F 2.845 -6.430 -2.110
C 2.555 -5.277 -1.538
C 1.296 -4.870 -1.384
N 0.999 -3.645 -0.791
C -0.385 -3.320 -0.495
C -0.621 -1.833 -0.480
O -1.053 -1.252 0.557
O -0.431 -1.110 -1.531
C 1.982 -2.796 -0.354
O 1.716 -1.718 0.180
N 3.256 -3.222 -0.556
C 3.686 -4.461 -1.080
O 4.844 -4.754 -1.127
H 0.460 -5.467 -1.718
H -0.715 -3.724 0.463
H -1.006 -3.740 -1.290
H 3.992 -2.608 -0.227
C -0.822 2.405 4.635
C 0.278 1.485 4.088
C 0.212 1.354 2.647
N 0.151 1.280 1.507
H -0.757 2.412 5.720
H -1.811 2.048 4.354
H -0.695 3.425 4.278
H 0.204 0.472 4.491
H 1.278 1.856 4.327

***

Values for E_tot, hartree, ordered as above
-1352.59918 -2310.98514
Values for F_max, eV/A, ordered as above
0.7 1.6